Formula: C5H6O
Source: OMol25
Level of theory: ωB97M-V with the def2-TZVPD basis set

Last column: Mulliken charge in e.
CARTESIAN COORDINATES (ANGSTROEM)
C -2.48 0.25 -0.49  -1.31
C -1.13 -0.12 -0.40  0.18
C 0.05 -0.27 -0.41  0.28
C 1.26 -0.74 0.07  0.55
O 1.37 -1.94 0.09  -0.53
C 2.21 0.27 0.58  -1.01
H -2.63 1.31 -0.71  0.31
H -2.93 -0.34 -1.27  0.30
H -2.99 0.03 0.44  0.31
H 2.32 1.07 -0.15  0.33
H 1.81 0.70 1.50  0.28
H 3.16 -0.22 0.75  0.30

The calculation puts the electronic energy at -7327.455 eV. The value obtained for the HOMO energy is -9.65 eV. The spin multiplicity is 1. As for the lowest unoccupied orbital energy: 0.0261 Ha. Its largest force on an atom is 0.0284 hartree/bohr.

Formula: C5H6O
Source: OMol25
Level of theory: ωB97M-V with the def2-TZVPD basis set

Last column: Mulliken charge in e.
CARTESIAN COORDINATES (ANGSTROEM)
C 2.50 0.10 0.32  0.25
C 1.46 0.09 -0.30  -0.84
C 0.12 0.13 -0.89  0.19
C -0.86 -0.80 -0.15  -0.57
C -1.18 0.48 0.64  -0.42
O -0.60 1.28 -0.41  -0.43
H 3.40 0.12 0.90  0.39
H 0.14 0.09 -1.98  0.34
H -1.69 -1.12 -0.79  0.25
H -0.44 -1.65 0.39  0.29
H -0.58 0.56 1.56  0.25
H -2.22 0.74 0.84  0.31

The calculation puts the electronic energy at -7326.460 eV. The value obtained for the HOMO energy is -10.01 eV. The spin multiplicity is 1. As for the lowest unoccupied orbital energy: 0.0402 Ha. Its largest force on an atom is 0.0104 hartree/bohr.

Formula: C5H6O
Source: OMol25
Level of theory: ωB97M-V with the def2-TZVPD basis set

Last column: Mulliken charge in e.
CARTESIAN COORDINATES (ANGSTROEM)
C -0.86 -0.22 -1.71  -1.02
C 0.19 -0.38 -0.71  0.40
C 1.22 -0.28 -0.03  -0.24
C 1.23 -0.03 1.46  -0.61
C -0.15 0.47 1.10  0.26
O -1.10 -0.32 1.17  -0.61
H -1.44 -1.13 -1.93  0.27
H -0.31 0.08 -2.59  0.32
H -1.59 0.56 -1.47  0.31
H 1.97 0.64 1.90  0.31
H 1.06 -0.91 2.08  0.25
H -0.22 1.53 0.73  0.36

The calculation puts the electronic energy at -7325.341 eV. The value obtained for the HOMO energy is -8.92 eV. The spin multiplicity is 1. As for the lowest unoccupied orbital energy: 0.0345 Ha. Its largest force on an atom is 0.0397 hartree/bohr.

Formula: C5H6O
Source: OMol25
Level of theory: ωB97M-V with the def2-TZVPD basis set

Last column: Mulliken charge in e.
CARTESIAN COORDINATES (ANGSTROEM)
C 1.80 -1.05 1.72  -0.73
C 1.03 -0.46 0.86  0.15
C 0.52 0.33 -0.05  -0.49
C -0.67 -0.04 -0.91  0.32
C -1.75 0.90 -1.22  -0.41
O -0.83 0.50 -2.22  -0.41
H 2.54 -1.71 1.29  0.23
H 0.94 1.02 0.87  0.22
H 1.78 -0.84 2.77  0.26
H -0.94 -1.11 -0.90  0.36
H -1.64 1.92 -0.89  0.24
H -2.78 0.53 -1.32  0.24

The calculation puts the electronic energy at -7324.359 eV. The value obtained for the HOMO energy is -8.71 eV. The spin multiplicity is 1. As for the lowest unoccupied orbital energy: 0.0313 Ha. Its largest force on an atom is 0.0612 hartree/bohr.